Entry 1:
Here is a molecular structure, C35H54F3MnN2O2SSe from the OMol25 dataset. Energies are from ωB97M-V/def2-TZVPD.

Results
frontier orbital gap (spin up / spin down) = 4.97 / 6.21 eV

Structure (ORCA input):
```
! RIJCOSX wB97M-V def2-TZVPD def2/J DEFGRID3
* xyz -1 2
Se 10.068 13.024 11.294
Mn 8.876 14.127 9.677
S 6.856 13.704 10.671
F 9.983 16.053 11.700
F 8.124 16.695 11.054
F 9.856 16.817 9.687
O 8.484 12.233 8.876
O 11.830 13.689 11.473
N 10.614 14.109 8.286
N 7.970 15.101 7.820
C 7.787 9.537 9.825
C 11.540 15.473 14.061
C 9.196 15.974 10.623
C 13.219 19.471 9.330
C 6.883 14.248 7.277
C 9.336 11.200 8.719
C 12.440 14.815 11.050
C 12.130 8.230 7.475
C 13.859 16.480 14.223
C 11.216 9.281 8.005
C 13.000 15.424 13.535
C 13.699 16.774 11.483
C 7.353 16.356 8.320
C 12.052 14.016 8.750
C 10.396 15.247 7.352
C 13.041 15.668 12.009
C 7.759 7.990 9.949
C 8.979 15.355 6.800
C 13.719 17.136 10.154
C 10.522 11.565 8.003
C 12.528 8.533 6.012
C 10.062 8.931 8.736
C 11.491 10.606 7.690
C 14.335 18.469 9.673
C 10.516 12.909 7.408
C 6.588 9.912 8.914
C 15.156 19.130 10.793
C 7.654 10.189 11.208
C 13.119 16.269 9.244
C 9.086 9.884 9.122
C 13.429 8.223 8.327
C 15.255 18.228 8.512
C 12.553 15.068 9.694
C 13.635 14.069 13.980
C 11.588 6.815 7.352
H 15.810 19.986 10.495
H 7.531 11.282 11.233
H 13.486 17.559 14.116
H 13.027 13.245 13.599
H 13.769 14.116 15.055
H 8.208 16.953 8.538
H 6.818 9.732 11.755
H 12.105 13.075 9.245
H 13.202 7.766 5.710
H 8.894 14.711 5.935
H 11.116 16.474 13.914
H 7.784 7.533 8.950
H 11.326 12.950 6.649
H 6.682 9.523 7.913
H 13.856 16.323 15.294
H 13.961 9.193 8.333
H 5.699 9.442 9.354
H 6.807 16.217 9.255
H 12.497 19.531 10.149
H 13.724 20.424 9.143
H 10.744 16.158 7.825
H 8.841 16.324 6.378
H 7.259 13.249 7.009
H 6.758 16.837 7.536
H 12.977 9.509 5.867
H 12.662 19.194 8.427
H 12.403 10.879 7.215
H 13.153 8.110 9.421
H 6.933 7.631 10.562
H 12.461 6.133 6.942
H 6.403 10.985 8.889
H 15.691 19.200 8.253
H 16.083 17.607 8.887
H 6.359 14.798 6.483
H 14.976 16.470 14.087
H 9.562 13.044 6.884
H 14.492 19.525 11.585
H 11.229 6.364 8.299
H 14.729 17.743 7.702
H 9.887 7.879 8.907
H 14.157 7.482 8.048
H 8.603 7.656 10.528
H 6.181 14.121 8.111
H 10.747 6.703 6.624
H 11.125 15.048 6.441
H 11.624 15.201 15.119
H 8.544 9.907 11.824
H 11.585 8.482 5.446
H 10.944 14.759 13.464
H 14.196 17.493 12.150
H 12.714 13.912 7.858
H 13.091 16.419 8.121
H 15.835 18.415 11.312
H 14.605 14.049 13.497
*
```

Löwdin atomic charge list, values in e, 4 entries: 0.972, 0.108, 0.239, 0.024



Entry 2:
Here is a molecular structure, H3S3 from the OMol25 dataset. Energies are from ωB97M-V/def2-TZVPD.

Results
energy relative to the best compared isomer or geometry (same formula, charge and spin) = 23.7 kcal per mole
frontier orbital gap = 6.71 eV

Structure (ORCA input):
```
! RIJCOSX wB97M-V def2-TZVPD def2/J DEFGRID3
* xyz -1 1
S -1.835 0.100 -0.703
S 0.669 -1.071 0.984
S 2.070 0.140 -0.083
H -0.454 -0.403 0.145
H -2.979 0.435 -1.331
H 2.530 0.798 0.989
*
```

Löwdin atomic charge list, values in e, 4 entries: -0.053, 0.016, 0.124, -0.439



Entry 3:
Here is a molecular structure, C43H70FN5OPPdS from the OMol25 dataset. Energies are from ωB97M-V/def2-TZVPD.

Results
energy relative to the best compared isomer or geometry (same formula, charge and spin) = 25.5 kcal per mole
frontier orbital gap = 5.08 eV

Structure (ORCA input):
```
! RIJCOSX wB97M-V def2-TZVPD def2/J DEFGRID3
* xyz -1 1
Pd -0.147 0.203 -0.447
S 1.959 -3.709 0.433
P -2.145 -0.809 -0.280
F -1.731 2.090 1.497
O 0.625 -3.186 0.042
N 3.200 -0.846 -1.057
N 4.357 -0.599 -0.561
N 4.151 -0.004 0.618
N 2.220 -0.435 -0.221
N 0.508 2.486 -0.117
C -5.022 -0.290 -0.628
C -0.358 3.487 0.121
C -2.077 -3.493 -3.451
C 2.235 5.206 2.017
C -0.218 4.818 -0.351
C 1.261 0.714 -3.174
C -2.897 -1.584 4.321
C 3.641 2.785 -2.082
C 6.021 -0.772 2.085
C -1.187 5.794 -0.166
C -5.737 -0.354 -1.977
C 2.722 3.281 0.479
C -3.540 -2.563 3.344
C 1.419 2.230 -3.024
C 2.833 0.078 0.813
C 5.249 0.397 1.477
C 1.696 -5.366 1.065
C -2.553 -1.039 1.539
C -4.534 1.831 -2.480
C 4.066 3.440 0.168
C -1.300 -1.428 2.330
C 2.768 -4.192 -1.088
C 2.283 2.611 -1.823
C -3.362 0.920 -2.125
C 5.074 -1.760 2.763
C -2.389 -3.701 -0.443
C -1.494 -1.170 3.829
C -5.846 1.031 -2.622
C 3.042 3.077 3.016
C -2.359 5.521 0.522
C -1.668 -2.394 -2.455
C 0.048 2.899 -3.076
C -2.049 -4.876 -1.378
C -2.723 -4.683 -2.732
C -3.584 0.289 -0.745
C 1.806 2.814 -0.505
C -1.542 3.288 0.874
C -2.579 -2.377 -1.215
C -3.775 -1.880 1.994
C 2.233 3.681 1.865
C -2.514 4.239 1.053
C 6.922 -1.477 1.075
C 4.544 3.175 -1.106
H -2.759 0.004 1.806
H -0.965 -4.929 -1.522
H 4.462 -1.274 3.526
H -2.762 -3.096 -4.206
H -3.541 -0.703 4.402
H 4.086 3.401 2.995
H 2.905 -3.278 -1.663
H -6.107 0.915 -3.677
H -3.787 -4.486 -2.565
H -3.302 -3.952 0.098
H 2.619 3.391 3.973
H -1.335 -0.106 4.022
H 6.659 -0.322 2.853
H -0.383 2.754 -4.071
H -5.009 -1.284 -0.184
H 5.594 3.302 -1.344
H 7.659 -0.790 0.658
H -5.613 0.340 0.044
H 2.349 0.516 1.668
H 7.457 -2.299 1.556
H 3.251 5.597 1.908
H -1.186 -3.838 -3.985
H 0.731 0.480 -4.101
H -2.428 1.478 -2.094
H -4.640 -1.217 2.097
H 1.859 5.497 3.001
H 1.080 -5.911 0.349
H -0.645 -2.546 -2.101
H 4.805 0.997 2.270
H -1.588 -3.582 0.288
H -4.629 2.575 -1.684
H 0.102 3.970 -2.879
H 1.604 5.675 1.264
H -2.661 -5.586 -3.346
H -4.050 -2.630 1.256
H -0.731 -1.714 4.393
H -3.617 -2.303 -1.558
H 2.229 0.210 -3.184
H 4.754 3.789 0.933
H -4.328 2.383 -3.399
H 2.120 -4.888 -1.620
H -1.665 -1.416 -2.939
H -5.188 -1.025 -2.643
H 3.994 2.622 -3.096
H -2.841 -2.022 5.321
H -6.669 1.581 -2.157
H -1.045 -2.476 2.144
H 0.685 0.302 -2.328
H 5.901 1.045 0.890
H -3.388 3.973 1.636
H -1.019 6.786 -0.573
H 1.172 -5.274 2.014
H 2.656 -5.861 1.214
H 1.974 2.585 -3.901
H -6.735 -0.786 -1.855
H 1.207 3.324 1.961
H -0.466 -0.836 1.941
H -3.245 0.151 -2.897
H 3.734 -4.645 -0.860
H 4.398 -2.216 2.036
H -2.885 -3.430 3.214
H 5.637 -2.561 3.244
H -0.620 2.453 -2.341
H 3.025 1.987 2.999
H 6.339 -1.879 0.246
H -3.127 6.272 0.654
H -3.474 1.107 -0.026
H -4.487 -2.939 3.741
H 0.679 5.056 -0.910
H -2.360 -5.818 -0.919
*
```

Löwdin atomic charge list, values in e, 4 entries: 0.253, 0.782, 0.979, 0.002



Entry 4:
Here is 2 unconnected molecules or ions with the total composition C10H24N3O5P2 from the OMol25 dataset. Energies are from ωB97M-V/def2-TZVPD.

Results
frontier orbital gap = 7.04 eV

Structure (ORCA input):
```
! RIJCOSX wB97M-V def2-TZVPD def2/J DEFGRID3
* xyz -1 1
P -0.247 0.104 0.044
P 3.308 -1.394 1.029
O 1.737 -3.209 2.137
O -4.420 2.028 -3.273
O -5.048 1.859 -5.338
O 0.724 -1.220 2.255
O -3.017 2.445 -4.866
N -0.413 -3.032 -0.185
N -4.165 2.111 -4.497
N -1.453 -0.646 2.509
C -0.518 1.760 0.814
C -1.537 0.385 -2.426
C -1.015 -2.457 1.010
C 1.737 -2.043 1.816
C -0.495 -1.100 1.495
C 3.724 0.867 2.609
C 3.238 0.429 1.214
C 3.030 -1.609 -0.771
C -1.768 -0.115 -0.974
C -0.982 2.827 -0.193
H -0.855 -3.160 1.833
H -1.366 3.690 0.362
H -1.016 0.074 3.073
H -2.605 0.456 -0.553
H 3.922 0.804 0.444
H 2.254 0.828 0.976
H 3.964 -1.304 -1.253
H -0.504 0.724 -2.570
H -1.209 1.737 1.661
H 4.785 1.132 2.584
H -2.100 -2.360 0.892
H 0.456 2.068 1.211
H 3.170 1.736 2.969
H 3.625 0.059 3.338
H -1.749 -0.396 -3.157
H -2.094 -1.157 -0.980
H -1.787 2.492 -0.845
H -2.260 -0.241 2.050
H -0.184 -2.360 -0.903
H 2.865 -2.664 -1.002
H 2.215 -0.985 -1.137
H -2.181 1.245 -2.627
H -0.157 3.188 -0.811
H 0.390 -3.599 0.037
*
```

Löwdin atomic charge list, values in e, 4 entries: 1.044, 0.980, 0.038, -0.110



| no. | M (g/mol) |
| --- | --- |
| 1 | 757.8 |
| 2 | 99.2 |
| 3 | 861.5 |
| 4 | 328.3 |